Below is C5H10O2 in the gas phase, with properties calculated with ωB97M-V/def2-TZVPD.

Structure (XYZ):
```
17
Properties=species:S:1:pos:R:3
O -0.01118 -1.27322 1.00303
O -0.29658 1.41382 1.57027
C -1.11700 -0.83455 0.20370
C -0.40486 1.59063 0.16740
C 0.81272 -0.36571 -1.01911
C 1.21978 -0.99097 0.31288
C -0.52876 0.28292 -0.65252
H 0.46033 2.16760 -0.20341
H 1.80046 -0.27926 0.91642
H -1.30194 2.19887 -0.01661
H -1.89399 -0.48671 0.89120
H -1.51384 -1.65946 -0.40823
H -1.12998 0.47183 -1.54699
H -0.11021 0.47951 1.74912
H 1.55770 0.33959 -1.40157
H 0.64947 -1.14534 -1.77557
H 1.80786 -1.90953 0.20999
```

Computed properties:
Energy relative to the best compared isomer or geometry (same formula, charge and spin), eV: 1.595
LUMO level, eV: 0.92
Calculated total energy, hartree: -346.9668
Net charge: 0
2S+1: 1
Gap between HOMO and LUMO, eV: 10.89
E_HOMO, eV: -9.96